The following is a quantum chemistry calculation of C3H4IrO3 as an isolated structure in a non-equilibrium geometry, from the Open Molecules 2025 dataset.

Calculated values
HOMO level (spin up / spin down)   -25.900 / -26.453 eV
Energy relative to the best compared isomer or geometry (same formula, charge and spin)   18.9 kcal per mole
E_LUMO (spin up / spin down)   -15.99 / -18.27 eV
Calculated total energy   -12111.0038 eV

Geometry as ORCA input:
```
! wB97M-V def2-TZVPD RIJCOSX def2/J DEFGRID3
* xyz 3 5
O 0.481 1.180 -1.955
C 0.366 0.058 -1.858
C 0.470 -1.301 -1.421
H 1.578 -1.272 -1.840
H 0.062 -1.978 -2.189
H -0.236 -1.565 -0.622
Ir -0.130 2.177 0.918
O 0.229 0.260 1.065
C -0.254 0.058 2.226
O -0.937 1.236 2.503
H -1.627 1.149 3.173
*
```

natural (NBO) population analysis, charges in e, atoms 1 to 8:
1. O -0.2923
2. C 0.9569
3. C -0.8484
4. H 0.4177
5. H 0.4027
6. H 0.3687
7. Ir 1.6618
8. O -0.6436